{
  "formula": "C32H31BF6O2S",
  "method": "wB97M-V/def2-TZVPD",
  "e_above_lowest_kcal_mol": 182.4,
  "e_homo_ha": -0.18190,
  "lumo_energy_ev": -2.30,
  "homo_lumo_gap_ha": 0.0974,
  "max_force_ev_per_a": 2.8,
  "spin_multiplicity": 1,
  "total_charge": 0,
  "species": ["C", "H", "C", "H", "F", "C", "C", "H", "C", "C", "C", "C", "H", "C", "H", "C", "C", "H", "H", "C", "H", "H", "H", "H", "H", "C", "C", "H", "H", "H", "H", "C", "C", "C", "O", "H", "C", "H", "F", "H", "H", "H", "C", "C", "C", "S", "O", "H", "C", "C", "C", "C", "C", "H", "H", "F", "C", "H", "F", "C", "H", "F", "H", "H", "C", "B", "C", "H", "C", "F", "H", "H", "C"],
  "xyz": [[1.26678, -0.56657, -0.76363], [2.82399, -0.69824, 4.44799], [2.94521, -0.48110, -2.97173], [1.69217, 2.60285, -1.48422], [4.29703, -1.36927, -4.79499], [3.49249, -0.69326, -1.70857], [4.59100, 2.23354, 0.34952], [-3.30172, 3.09416, -1.30786], [-4.18525, -1.90908, 0.26992], [0.24937, -2.81898, 3.37219], [2.33708, 2.39153, -0.58063], [3.91045, -0.22615, -4.12949], [-4.10431, 0.79137, -0.96386], [0.39210, -0.21353, 0.44349], [2.55072, 0.10892, 2.10226], [2.62290, 2.24596, 1.79312], [3.73907, 2.41384, -0.71647], [-2.97164, 0.36088, -2.28048], [-4.58692, -1.30238, 2.27428], [4.01525, 2.16267, 1.60151], [4.16283, 2.46620, -1.70172], [2.26904, 2.43921, 2.79571], [-4.35320, -1.22890, -3.23885], [-6.26161, -2.60147, 0.24789], [-0.70960, -2.61931, 1.38632], [-3.71484, -1.36345, -1.16693], [-4.73790, -1.61204, -2.27426], [4.58422, -0.71847, -1.58250], [-0.09241, 1.31087, 2.76597], [-0.29271, -3.71685, 3.63390], [1.22252, -0.21549, -4.13834], [-2.83331, 3.57620, -0.42929], [-1.75156, 2.05007, 1.45130], [1.78714, 2.07971, 0.66446], [-2.98336, -2.52104, 0.76993], [-2.45272, 4.55446, -0.77581], [-1.80487, 2.70677, 0.18426], [-5.07130, -3.70242, -0.49027], [3.42620, 0.62099, -5.06520], [-3.62869, 3.72509, 0.30256], [-3.67351, -0.15225, 1.40301], [-2.65677, 1.98285, 2.06396], [0.39876, 1.43708, 0.60407], [1.57882, -0.39979, -3.13730], [1.84140, -0.61877, 2.51667], [-0.54168, 2.13761, -0.74908], [-2.49321, -2.11998, -1.48274], [-0.64099, -0.43726, 0.21469], [0.76358, -1.04289, 1.73421], [0.75259, -0.54671, -2.04130], [1.24185, -2.27985, 4.21538], [-3.30819, 0.09616, -1.25617], [-5.25355, -2.98594, 0.27837], [1.43088, -2.73179, 5.19479], [4.67901, 1.91666, 2.40062], [6.79856, 2.45712, 1.07016], [6.03906, 1.91319, 0.10805], [-4.89459, -2.68706, -2.42231], [6.33691, 0.55131, 0.09578], [0.02195, -2.17845, 2.13341], [-2.45397, 0.30403, -0.60710], [5.08745, 0.32548, -3.73061], [3.11838, -1.09522, 0.33498], [-5.39979, -0.26465, 1.03095], [2.62653, -0.83795, -0.60704], [-2.24807, -2.76632, -0.31738], [-4.50606, -0.84735, 1.28768], [-0.29622, -0.60485, -2.26268], [-0.47798, 1.67425, 1.77837], [6.41488, 2.35752, -1.13795], [-5.11181, -3.54396, 1.18109], [-5.73172, -1.19857, -1.99723], [2.01790, -1.17086, 3.81114]],
  "mulliken_charge": [-0.011, 0.357, 0.422, 0.224, -0.290, -1.198, 0.036, 0.282, 1.690, -0.952, -0.554, 0.738, 0.429, 2.189, 0.275, -0.698, -0.529, 0.497, 0.485, -0.583, 0.497, 0.398, 0.422, 0.357, -0.238, 1.945, -1.814, 0.438, 0.378, 0.494, 0.497, -1.443, -0.780, -0.686, -0.129, 0.345, 0.821, 0.461, -0.289, 0.398, 0.031, 0.577, 2.333, -1.205, 0.580, -0.208, -0.259, -1.230, -0.299, 0.245, -0.611, -1.525, -2.179, 0.358, 0.505, -0.259, 0.822, 0.383, -0.255, 0.389, -0.487, -0.236, 0.521, 0.337, -0.092, -0.468, -1.493, 0.401, -0.960, -0.279, 0.505, 0.315, -1.137]
}


{
  "formula": "C12H36AsF6N4O6",
  "method": "wB97M-V/def2-TZVPD",
  "e_above_lowest_kcal_mol": 185.1,
  "e_homo_ha": -0.29107,
  "lumo_energy_ev": -3.83,
  "homo_lumo_gap_ha": 0.1504,
  "max_force_ev_per_a": 3.9,
  "spin_multiplicity": 1,
  "total_charge": 1,
  "species": ["O", "H", "H", "N", "H", "H", "C", "H", "H", "H", "O", "H", "F", "N", "N", "H", "H", "C", "H", "H", "H", "H", "H", "H", "C", "C", "H", "F", "H", "H", "C", "H", "As", "H", "C", "F", "C", "H", "H", "H", "C", "C", "H", "H", "H", "F", "O", "C", "H", "H", "H", "F", "O", "H", "H", "N", "H", "O", "H", "C", "O", "H", "H", "C", "F"],
  "xyz": [[-26.12204, 8.91571, 9.26378], [-27.73134, 16.43189, 5.32380], [-26.86732, 11.99229, 14.82947], [-27.69389, 12.31190, 16.85668], [-23.63693, 17.67243, 7.79693], [-24.49454, 18.59371, 9.10674], [-26.08957, 16.86781, 7.31434], [-27.90515, 7.72836, 9.02798], [-27.74664, 13.30381, 16.67385], [-25.18216, 4.81896, 10.64012], [-27.28721, 16.07301, 7.34723], [-24.58107, 12.27216, 15.22850], [-19.43761, 12.23602, 3.62029], [-25.02488, 15.33598, 8.77841], [-23.97552, 7.15161, 8.52223], [-25.57323, 9.77382, 15.77495], [-28.15844, 9.49547, 9.09234], [-25.34426, 16.82775, 8.63407], [-27.40342, 8.77729, 7.72622], [-25.82208, 14.73285, 8.63415], [-23.42440, 6.37232, 8.19198], [-28.45712, 7.69528, 15.88029], [-24.47966, 15.04546, 7.97939], [-27.27320, 12.19527, 17.76746], [-25.05885, 6.67763, 9.48678], [-24.14379, 17.62148, 8.76057], [-26.31947, 10.10820, 17.27836], [-21.41298, 12.42037, 2.14303], [-28.88989, 15.46397, 6.10995], [-23.31422, 7.75524, 8.98957], [-27.46562, 8.70211, 8.81184], [-26.06651, 17.15617, 9.38145], [-21.11297, 11.76976, 3.81861], [-28.58688, 11.84349, 16.79979], [-25.74235, 7.85091, 10.23102], [-21.09047, 10.99776, 5.44788], [-26.48030, 10.19940, 16.20415], [-24.49149, 14.95166, 9.54515], [-26.49261, 7.41875, 10.89317], [-23.97880, 6.18239, 11.12936], [-25.30533, 12.48917, 16.01364], [-27.47315, 8.13703, 16.03774], [-23.38388, 17.23999, 9.44256], [-28.91603, 17.17873, 6.50400], [-23.68738, 5.05422, 9.82632], [-20.72327, 10.17705, 2.97719], [-27.66144, 9.53131, 15.93169], [-26.65846, 11.76005, 15.87376], [-25.42788, 16.78232, 6.45239], [-27.36771, 7.91001, 17.09861], [-25.00993, 8.26951, 10.92127], [-21.52404, 13.34846, 4.50080], [-19.24177, 10.86346, 12.23828], [-24.48678, 7.53430, 7.73976], [-26.72643, 7.60870, 15.44497], [-20.26711, 11.34271, 11.71891], [-25.59780, 13.52059, 15.81682], [-20.49980, 12.58342, 11.55370], [-24.92456, 12.42855, 17.03317], [-24.47225, 5.59531, 10.35480], [-21.02840, 10.60195, 11.14474], [-25.78303, 6.15185, 8.86450], [-26.34323, 17.91792, 7.16936], [-28.26072, 16.33915, 6.27210], [-22.90772, 11.28189, 3.77969]],
  "nbo_charge": [-0.534, 0.196, 0.238, -0.670, 0.240, 0.252, -0.102, 0.179, 0.442, 0.255, -0.574, 0.280, -0.605, -0.681, -0.665, 0.215, 0.193, -0.046, 0.197, 0.446, 0.441, 0.212, 0.442, 0.441, -0.066, -0.651, 0.162, -0.637, 0.209, 0.459, -0.273, 0.230, 2.788, 0.459, -0.094, -0.624, -0.073, 0.446, 0.209, 0.227, -0.630, -0.278, 0.252, 0.194, 0.228, -0.632, -0.543, -0.068, 0.201, 0.182, 0.208, -0.631, -0.529, 0.460, 0.195, 0.709, 0.210, -0.602, 0.225, -0.638, -0.576, 0.213, 0.203, -0.255, -0.657]
}


{
  "formula": "C19H34BrCaN6O4",
  "method": "wB97M-V/def2-TZVPD",
  "e_above_lowest_kcal_mol": 0.0,
  "e_homo_ha": -0.35113,
  "lumo_energy_ev": -3.25,
  "homo_lumo_gap_ha": 0.2317,
  "max_force_ev_per_a": 0.4,
  "spin_multiplicity": 1,
  "total_charge": 1,
  "species": ["C", "H", "C", "C", "H", "Br", "C", "H", "C", "C", "H", "C", "H", "H", "O", "H", "O", "H", "C", "C", "N", "H", "Ca", "O", "H", "H", "N", "H", "H", "O", "H", "H", "H", "H", "H", "C", "H", "N", "H", "H", "C", "C", "H", "C", "H", "H", "N", "N", "C", "H", "H", "C", "H", "H", "H", "H", "H", "C", "H", "N", "H", "C", "C", "C", "H"],
  "xyz": [[1.36560, -0.89761, -1.13527], [5.23181, -4.60167, -0.68802], [1.46269, 5.28602, -0.18222], [3.53480, -4.22234, -2.80144], [-0.57220, -2.94246, 2.47342], [1.73969, 0.93536, -1.60457], [0.03359, 5.20118, -0.65481], [1.77029, 4.30817, 0.17772], [2.34792, -1.82795, -1.37900], [-1.04048, -3.67376, 1.81079], [0.68555, -4.46567, -0.17929], [4.44947, -3.86421, -0.49752], [0.50640, 7.65540, -2.40525], [-0.34896, -4.50692, 1.69051], [-0.60016, 4.12941, -0.53889], [1.00742, 7.64427, -0.70595], [0.70855, 2.15358, 2.25044], [4.29290, -4.98139, -3.00408], [-0.11453, -2.50399, -0.20272], [0.10490, -1.15560, -0.56773], [-2.91315, 2.24160, 4.13011], [-2.11185, -1.20049, 1.43030], [-0.45333, 1.87593, 0.08158], [-0.24030, 2.42361, 4.17375], [-2.53959, 6.88708, -1.14942], [-2.25934, 5.21546, -1.68077], [-1.43744, 2.08196, 2.28090], [1.56411, 6.00196, 0.63350], [3.92746, -3.25994, -3.13281], [-0.76833, -0.18620, -0.39698], [-1.37302, -4.91731, -0.64285], [-2.95029, -4.48379, 0.01717], [-2.82825, -1.50033, -0.16595], [4.23155, -3.86112, 0.57213], [-4.56831, 1.66068, 2.32056], [3.18991, -4.20775, -1.30551], [-3.85529, 2.21712, 4.48092], [-3.64772, 1.87574, 1.96868], [-1.87851, 6.56951, -2.76170], [-3.42058, 0.63623, 0.41541], [-1.40293, -3.02746, 0.46280], [2.11439, -3.15546, -1.04192], [3.28421, -1.51585, -1.82287], [2.72869, -5.61002, -0.90422], [3.51953, -6.32803, -1.12547], [-2.32152, -3.64240, -1.40984], [-0.53195, 6.28076, -1.19016], [-0.29197, 2.23684, 2.97979], [-2.48240, -1.97274, 0.75341], [-1.94149, -4.05495, 2.29704], [-0.53248, 8.36205, -1.16114], [-1.88572, 6.23115, -1.72536], [-4.00293, 2.14860, 0.04188], [-3.32676, -2.47905, 1.22889], [1.83860, -5.91186, -1.45995], [2.64995, -4.45087, -3.39839], [2.51465, -5.67097, 0.16464], [-2.04736, -4.08322, -0.44948], [-2.13548, 2.37156, 4.76052], [-3.35178, 1.63146, 0.61886], [2.12746, 5.59477, -0.98839], [0.16037, 7.54972, -1.37549], [-2.64296, 2.07850, 2.84305], [0.88511, -3.44043, -0.45747], [4.84182, -2.88190, -0.76588]],
  "nbo_charge": [-0.143, 0.211, -0.711, -0.595, 0.207, -0.045, 0.714, 0.239, -0.175, -0.600, 0.204, -0.594, 0.214, 0.213, -0.809, 0.222, -0.477, 0.211, -0.092, 0.295, -0.758, 0.198, 1.791, -0.375, 0.210, 0.236, -0.564, 0.247, 0.204, -0.978, 0.212, 0.206, 0.208, 0.211, 0.395, -0.075, 0.418, -0.415, 0.215, 0.398, -0.047, -0.064, 0.217, -0.606, 0.218, 0.212, -0.382, 0.638, -0.602, 0.205, 0.220, -0.419, 0.382, 0.200, 0.210, 0.213, 0.208, -0.601, 0.453, -0.666, 0.248, -0.415, 0.638, -0.134, 0.204]
}


{
  "formula": "C43H34BN4O2PbS7",
  "method": "wB97M-V/def2-TZVPD",
  "e_above_lowest_kcal_mol": 10.7,
  "e_homo_ha": -0.38616,
  "lumo_energy_ev": -5.33,
  "homo_lumo_gap_ha": 0.1905,
  "max_force_ev_per_a": 1.6,
  "spin_multiplicity": 1,
  "total_charge": 1,
  "species": ["H", "C", "H", "C", "H", "N", "C", "C", "H", "C", "C", "C", "H", "C", "H", "C", "H", "H", "S", "C", "C", "H", "C", "C", "C", "B", "C", "H", "H", "H", "H", "C", "C", "H", "H", "C", "C", "C", "N", "O", "C", "C", "C", "H", "H", "H", "S", "H", "S", "H", "S", "C", "H", "Pb", "C", "S", "H", "C", "C", "H", "H", "H", "C", "C", "N", "C", "C", "H", "H", "H", "C", "C", "C", "C", "H", "C", "C", "H", "C", "N", "C", "O", "H", "H", "S", "C", "C", "S", "H", "C", "H", "C"],
  "xyz": [[3.27983, -7.49685, 3.95406], [-2.21003, -3.82564, -0.69485], [-3.73869, -4.81314, 5.45798], [0.59127, -4.77246, 1.39671], [-4.62992, 0.87470, 1.71667], [-2.70783, 1.06988, 0.89483], [-1.22819, -5.05967, 3.15208], [-1.83662, -3.14160, 4.55496], [1.55782, 3.38235, 4.09774], [5.67886, -0.38797, 5.74537], [-3.09612, -5.25957, 4.70885], [0.36914, -4.24363, 0.14149], [-6.22216, -5.00358, -2.92377], [-2.86693, -0.38965, -0.70147], [2.80787, -5.74316, -1.65476], [-0.21201, -4.26541, 2.55134], [-5.52139, -6.60919, -2.76075], [-3.04670, 2.54431, 2.54710], [-0.19400, 4.32881, -4.32260], [2.34036, -1.54928, 3.33795], [3.86159, -7.39934, 1.87828], [-5.21574, -4.94819, 0.34689], [-3.93251, 0.54274, 0.96697], [3.31795, -0.05995, 4.92676], [-5.74501, -5.68867, -2.22091], [-2.30579, 2.38538, 1.62233], [0.91920, 3.01228, 3.31520], [-3.46606, -5.08705, -3.55406], [-2.64480, -8.14599, 3.01246], [-6.45722, -5.91245, -1.42919], [-2.55703, -0.96412, -1.55654], [3.47115, -2.35582, 3.37527], [-1.46973, -6.39423, 2.74705], [-1.43697, -3.96274, -2.68838], [3.25266, 0.83172, 5.53809], [1.97309, -6.24927, 2.83608], [2.24968, -0.41007, 4.11593], [4.48148, -0.82480, 4.94990], [-0.85592, 2.40213, 2.13954], [-0.27635, -2.02180, -1.10310], [-0.84563, -2.39550, 3.99024], [2.46706, -6.03207, 0.45353], [-3.29626, -6.55073, 4.30971], [1.35813, -5.98995, 3.68884], [-4.08882, -7.14083, 4.75013], [5.44104, 0.46491, 6.37778], [1.10566, -1.89356, 2.08681], [-3.20280, -3.79443, 1.20693], [0.05617, 3.16320, -1.66685], [2.28555, 2.42325, 1.64571], [-0.57792, 0.19464, -3.22324], [-2.26846, -4.18681, -2.03081], [-2.40919, 3.27188, 0.80142], [0.26217, 0.58481, -0.44615], [2.18120, -5.47269, -0.81421], [-0.83199, -2.89855, -0.01561], [6.05103, -1.20058, 6.36932], [-0.46279, 2.91609, 3.31135], [-0.21682, 2.94507, -3.28043], [-4.95798, -0.98410, -0.26545], [-0.84853, -6.82781, 1.97382], [5.42206, -2.60672, 4.21083], [-4.08380, -0.40058, -0.03725], [1.15417, -4.58907, -0.96878], [-2.04188, 0.49918, -0.12808], [-0.04078, -2.96357, 2.98995], [1.29678, 2.52236, 2.06772], [4.22299, -7.10017, -0.19958], [-2.47653, -2.71825, 5.31913], [6.48508, -0.09783, 5.06927], [-4.49139, -5.07198, -1.66861], [3.58225, -6.88114, 0.64568], [-0.47451, 1.67084, -3.94698], [1.65326, -5.70064, 1.57036], [0.93625, -4.12588, -1.92254], [-4.39559, -4.72425, -0.32409], [4.53088, -1.99122, 4.18566], [4.71683, -8.04682, 2.01836], [-3.40761, -4.80906, -2.50858], [0.21648, 2.16606, 1.37130], [-0.54671, 3.51026, -5.83406], [0.34685, -0.60776, 1.89276], [1.36512, 0.21184, 4.05462], [-0.66944, -1.36830, 4.28458], [-0.72935, 4.28724, -7.23572], [-2.47449, -7.12225, 3.31852], [3.04585, -7.08211, 2.98250], [-0.68839, 1.77268, -5.66582], [-1.17942, 3.19321, 4.06537], [-3.26462, -4.08965, 0.16494], [3.52368, -3.25256, 2.76632], [-2.05585, -4.48055, 4.15135]],
  "mulliken_charge": [0.453, 0.103, 0.463, 0.092, 0.504, 0.326, 0.945, -1.489, 0.487, -1.466, -1.018, 0.565, 0.328, -0.243, 0.422, 0.159, 0.369, -0.180, 0.031, 0.232, -0.671, 0.343, -0.461, -1.016, -1.518, 0.016, -0.935, 0.429, 0.457, 0.360, 0.614, -0.250, -0.583, 0.383, 0.330, -0.554, -0.406, 0.974, 0.364, -0.455, -0.729, 0.705, -0.686, 0.516, 0.441, 0.353, 0.477, 0.566, -0.246, 0.469, -0.294, -0.651, -0.117, 1.117, -1.369, 1.080, 0.372, -0.456, 0.233, 0.493, 0.562, 0.417, -1.163, -0.866, 0.095, 0.899, -0.424, 0.443, 0.449, 0.316, 1.094, -0.961, 0.329, 0.946, 0.474, -1.062, -0.985, 0.423, -0.873, -0.181, 0.116, -0.181, 0.310, 0.409, -0.090, -1.015, -0.951, 0.045, 0.495, -0.222, 0.509, 0.865]
}